Formula: C16H20N4O
Source: OMol25
Level of theory: ωB97M-V/def2-TZVPD

Structure (XYZ):
```
41
Properties=species:S:1:pos:R:3:lowdin_charge:R:1
C -3.318 0.321 -1.539 -0.03
C -2.133 0.601 -0.666 -0.33
N -2.292 0.395 0.636 0.15
C -1.239 0.637 1.421 -0.35
N -0.041 1.055 1.007 0.18
C 0.109 1.276 -0.300 -0.35
N 1.329 1.764 -0.655 0.04
H 2.010 1.729 0.088 0.14
C 1.828 1.839 -2.001 -0.15
C 2.270 0.522 -2.607 -0.21
C 2.080 -0.690 -1.961 -0.04
C 2.492 -1.873 -2.553 -0.08
C 3.101 -1.855 -3.795 -0.10
C 3.295 -0.648 -4.446 -0.09
C 2.882 0.531 -3.855 -0.05
H 3.034 1.473 -4.365 0.11
H 3.770 -0.626 -5.416 0.10
H 3.423 -2.778 -4.255 0.10
H 2.336 -2.810 -2.039 0.10
H 1.604 -0.718 -0.992 0.11
H 2.675 2.532 -2.003 0.13
H 1.051 2.278 -2.637 0.12
C -0.938 1.050 -1.202 0.02
H -0.827 1.196 -2.262 0.11
N -1.415 0.486 2.756 -0.07
C -0.296 0.486 3.668 -0.13
H 0.558 0.940 3.167 0.11
C 0.016 -0.956 4.086 -0.19
H 0.783 -0.983 4.862 0.12
O -1.121 -1.584 4.638 -0.14
C -2.193 -1.604 3.720 -0.19
H -3.021 -2.096 4.232 0.12
C -2.579 -0.185 3.285 -0.13
H -3.344 -0.211 2.510 0.11
H -2.939 0.377 4.154 0.13
H -1.913 -2.190 2.831 0.13
H 0.364 -1.520 3.207 0.13
H -0.569 1.070 4.553 0.13
H -4.112 -0.121 -0.945 0.07
H -3.679 1.248 -1.982 0.08
H -3.043 -0.357 -2.345 0.08
```

The energy relative to the best compared isomer or geometry (same formula, charge and spin) is 15.4 kJ/mol. As for the SMILES: Cc1cc(NCc2ccccc2)nc(N2CCOCC2)n1.


Formula: C2H6ClF
Source: OMol25
Level of theory: ωB97M-V/def2-TZVPD

Structure (XYZ):
```
10
Properties=species:S:1:pos:R:3:lowdin_charge:R:1
C -1.252 -0.616 -0.186 -0.09
C -0.306 0.469 0.276 -0.30
H -1.588 -0.419 -1.207 0.08
H -2.130 -0.660 0.468 0.08
H -0.754 -1.590 -0.167 0.08
H -0.789 1.453 0.252 0.11
H 0.050 0.279 1.298 0.10
H 3.256 0.870 -0.132 -0.19
F 0.799 0.512 -0.562 -0.34
Cl 2.714 -0.298 -0.039 0.46
```

The energy relative to the best compared isomer or geometry (same formula, charge and spin) is 139.1 kJ/mol.


Formula: C10H11NO
Source: OMol25
Level of theory: ωB97M-V/def2-TZVPD

Structure (XYZ):
```
23
Properties=species:S:1:pos:R:3:lowdin_charge:R:1
C 1.054 3.384 0.297 -0.07
C 0.380 2.027 0.223 -0.31
C -0.986 2.117 0.165 -0.09
C -1.781 0.973 -0.027 0.04
C -0.963 -0.381 0.123 -0.15
C -0.714 -2.841 0.190 -0.23
C 0.402 -2.761 -0.634 -0.13
C 1.112 -1.355 -0.438 -0.23
C 0.489 -0.249 0.223 -0.11
C 1.223 0.930 -0.026 0.04
H 2.116 3.051 -0.024 0.09
H 0.490 4.250 -0.114 0.08
H 1.335 3.564 1.502 0.14
H -1.496 2.953 0.311 0.06
H -2.935 0.742 -0.427 0.16
H -2.471 -1.696 0.661 0.19
H -1.372 -3.784 0.086 0.16
H -0.341 -2.927 1.153 0.10
H 1.158 -3.401 -0.537 0.08
H 0.284 -2.973 -1.680 0.13
H 2.245 1.124 -0.136 0.10
N -1.556 -1.625 0.026 0.00
O 2.328 -1.123 -0.917 -0.04
```

The energy relative to the best compared isomer or geometry (same formula, charge and spin) is 499.6 kJ/mol. As for the SMILES: Cc1ccc2c(c1)C(=O)CCN2.


Formula: C2H13NO5
Source: OMol25
Level of theory: ωB97M-V/def2-TZVPD

Structure (XYZ):
```
21
Properties=species:S:1:pos:R:3:lowdin_charge:R:1
C -2.374 0.481 0.426 -0.01
C -1.209 1.085 -0.341 -0.46
N 0.023 0.971 0.297 0.20
O -1.359 1.398 -1.587 -0.05
H -2.977 1.164 1.082 0.09
H -3.034 0.051 -0.409 0.11
H -1.912 -0.335 1.062 0.08
H 0.673 1.430 -0.260 0.06
H 0.148 0.714 1.215 0.02
H 0.324 1.563 -2.305 -0.01
H 1.697 1.630 -3.245 0.09
O 1.232 1.282 -2.434 -0.09
H 1.842 -1.941 -2.075 0.03
H 2.123 -0.387 -1.896 -0.01
O 2.053 -1.238 -1.489 -0.04
H 0.917 -2.732 1.392 0.05
H 0.603 -1.732 0.266 0.03
O 0.314 -2.062 1.124 -0.04
H 0.064 -1.017 2.531 -0.01
H 0.739 -0.174 3.696 0.06
O 0.112 -0.151 2.949 -0.08
```

The energy relative to the best compared isomer or geometry (same formula, charge and spin) is 64.3 kJ/mol. As for the SMILES: CC(N)=O.O.O.O.O.


Formula: C5H11N
Source: OMol25
Level of theory: ωB97M-V/def2-TZVPD

Structure (XYZ):
```
17
Properties=species:S:1:pos:R:3:lowdin_charge:R:1
C 0.740 -1.019 -1.935 -0.12
C 0.861 -0.674 -0.493 -0.24
C -0.344 -0.369 0.302 -0.36
C -1.659 -0.426 -0.006 0.05
C 0.107 1.743 1.528 -0.12
N -0.034 0.277 1.595 -0.10
H 1.715 -1.422 -2.247 0.08
H 0.341 -0.266 -2.620 0.08
H 0.069 -1.815 -2.305 0.08
H 1.265 -1.520 0.101 0.13
H 1.614 0.101 -0.307 0.11
H -2.348 -0.553 0.821 0.06
H -1.992 -0.417 -1.038 0.05
H 1.051 1.968 1.015 0.07
H -0.696 2.190 0.940 0.08
H 0.222 2.070 2.562 0.08
H -0.911 0.131 2.087 0.08
```

The energy relative to the best compared isomer or geometry (same formula, charge and spin) is 178.7 kJ/mol. As for the SMILES: C=C(CC)NC.


Formula: C19H36O6PSi
Source: OMol25
Level of theory: ωB97M-V/def2-TZVPD

Structure (XYZ):
```
63
Properties=species:S:1:pos:R:3:lowdin_charge:R:1
C 0.471 1.565 3.261 -0.20
C -0.566 2.112 2.285 -0.46
P -0.229 1.742 0.460 0.76
C -1.943 1.027 0.070 -0.32
C 0.988 0.491 0.380 -0.52
Si 0.773 -1.289 0.555 0.35
C 0.655 -2.180 -1.122 -0.19
C 2.298 -2.060 1.392 -0.21
C -0.685 -1.836 1.653 -0.18
H 0.431 0.477 3.345 0.04
H 0.329 1.990 4.261 0.05
H 1.480 1.805 2.919 0.05
H -0.568 3.204 2.379 0.04
H -1.573 1.784 2.564 0.04
H -1.816 0.202 -0.636 0.01
H -2.484 0.656 0.947 0.01
H -2.579 1.786 -0.402 -0.02
H 1.456 0.634 -0.595 -0.08
H -0.336 -2.074 -1.576 0.02
H 1.351 -1.641 -1.775 -0.01
H 0.933 -3.238 -1.104 0.01
H 2.384 -1.648 2.404 0.01
H 3.204 -1.782 0.846 0.02
H 2.264 -3.153 1.480 -0.01
H -1.618 -1.942 1.091 0.02
H -0.459 -2.800 2.123 -0.01
H -0.858 -1.115 2.459 0.01
O 3.391 -0.903 -3.267 0.10
C 2.962 0.216 -3.192 -0.49
O 1.711 0.468 -2.770 -0.03
C 1.412 1.875 -2.787 -0.16
C 2.776 2.557 -2.786 -0.14
C 3.643 1.536 -3.522 -0.08
H 0.850 2.091 -3.701 0.12
H 0.789 2.092 -1.919 0.05
H 2.748 3.543 -3.244 0.11
H 3.126 2.661 -1.758 0.12
H 3.625 1.663 -4.607 0.12
H 4.680 1.504 -3.196 0.12
O -0.354 5.458 -2.906 0.12
C -1.468 5.555 -2.490 -0.47
O -2.266 6.607 -2.855 0.01
C -3.519 6.548 -2.164 -0.17
C -3.686 5.088 -1.761 -0.16
C -2.241 4.657 -1.544 -0.09
H -3.467 7.206 -1.293 0.12
H -4.289 6.917 -2.840 0.12
H -4.322 4.964 -0.887 0.11
H -4.125 4.522 -2.584 0.12
H -1.893 4.844 -0.526 0.13
H -2.045 3.610 -1.760 0.10
O -0.444 -8.981 3.351 0.11
C -0.387 -7.839 2.991 -0.49
O -1.426 -6.986 3.142 0.02
C -1.123 -5.709 2.540 -0.15
C 0.398 -5.646 2.488 -0.16
C 0.763 -7.114 2.317 -0.08
H -1.569 -5.687 1.544 0.13
H -1.581 -4.935 3.149 0.12
H 0.763 -4.991 1.700 0.10
H 0.787 -5.275 3.437 0.12
H 0.776 -7.420 1.268 0.13
H 1.705 -7.412 2.770 0.12
```

The net charge is -1.


HOMO level for the records above, in order: -7.86, -9.80, -7.95, -9.94, -8.29, -3.12 eV
Orbital gap for the records above, in order: 0.317, 0.397, 0.296, 0.386, 0.345, 0.207 Eh
Calculated total energy for the records above, in order: -24925.2474, -17409.9407, -14081.4108, -14013.1025, -6851.6769, -49740.0871 eV